(1)
The following is a DFT calculation (ωB97M-V with the def2-TZVPD basis set) of 22 unconnected molecules or ions with the total composition C2H46O23.

Atoms and positions in Å:
1 O 1.3068 0.4716 1.3282
2 C 0.8408 -0.4304 0.4542
3 C -0.3372 0.1506 -0.3618
4 O -0.6862 -0.5744 -1.5618
5 H 0.4998 -1.3394 0.9902
6 H 1.7228 -0.6534 -0.1408
7 H -0.0702 1.1956 -0.6508
8 H -1.2052 0.2566 0.2392
9 O -2.0642 3.0486 -2.3608
10 H -1.6712 2.2956 -2.8558
11 H -1.3652 3.4056 -1.8048
12 O -3.1692 0.2866 -1.3168
13 H -2.2352 0.1186 -1.2488
14 H -3.5892 0.0096 -0.5108
15 O -0.3242 2.5816 1.3162
16 H -1.1662 2.6786 0.8662
17 H 0.1018 1.7766 1.0422
18 O 2.3208 2.1956 3.0012
19 H 1.8918 2.0096 3.8532
20 H 1.8468 1.5506 2.4872
21 O 1.6538 -3.6774 2.1072
22 H 0.8728 -3.6894 1.5312
23 H 1.6358 -2.8474 2.6212
24 O -2.7232 -2.1004 0.1802
25 H -1.9832 -1.5454 -0.1748
26 H -3.2112 -2.2504 -0.6108
27 O -0.1542 4.2126 -0.7728
28 H -0.2622 4.9916 -0.2188
29 H -0.0602 3.5106 -0.1188
30 O 4.0908 -0.4354 -1.5388
31 H 5.0258 -0.5934 -1.7438
32 H 3.9678 -0.7194 -0.6508
33 O 0.2508 -1.6584 -4.4888
34 H 0.7188 -0.9984 -3.9438
35 H -0.5672 -1.7204 -4.0108
36 O -1.1322 0.9336 -3.7488
37 H -0.9912 0.3796 -2.9788
38 H -1.7892 0.4116 -4.2228
39 O -0.6862 0.4806 3.6492
40 H -0.0182 0.4886 2.9762
41 H -0.7462 1.4046 3.8242
42 O 1.5808 0.1556 -2.7808
43 H 0.7688 0.0196 -2.2278
44 H 2.2798 0.1536 -2.1168
45 O 0.8678 -2.6934 -1.5418
46 H 1.7018 -2.4544 -1.0918
47 H 0.3758 -1.8614 -1.5468
48 O 1.7208 -1.2114 3.3092
49 H 2.4258 -0.8164 3.8422
50 H 1.5888 -0.6324 2.5892
51 O -3.0562 0.8656 2.4202
52 H -2.1562 0.5876 2.6772
53 H -2.9202 1.5796 1.7922
54 O -0.3802 -3.6244 0.4482
55 H -1.3172 -3.4544 0.3702
56 H 0.0378 -3.2314 -0.3408
57 O -2.8342 2.7026 0.2382
58 H -2.7202 2.3176 -0.6018
59 H -3.7262 3.0256 0.2642
60 O -1.9812 -2.3654 -3.0218
61 H -1.6142 -1.7154 -2.3988
62 H -2.2112 -3.0554 -2.4008
63 O -0.9422 -2.4254 3.5162
64 H -1.6032 -1.7864 3.3082
65 H -0.0922 -1.9034 3.5292
66 O 3.8538 -0.3564 1.2162
67 H 4.1888 0.3086 0.6182
68 H 2.9158 -0.1994 1.2132
69 O 2.4448 2.4346 -0.5108
70 H 2.1478 1.7946 0.1452
71 H 2.1168 2.2276 -1.3448

Summary:
DFT total energy: -1834.40021 Ha
HOMO: -4.041 eV
net charge: -2
ΔE to the lowest compared entry with this formula, charge and spin: 10.8 kcal/mol
max |F|: 0.0610 hartree/bohr

Mulliken atomic charge list, values in e, 6 entries: -0.05 2.69 -1.01 -0.45 -0.69 -1.26

=====

(2)
The following is a DFT calculation (ωB97M-V with the def2-TZVPD basis set) of C23H29N3O5 in the gas phase.

Atoms and positions in Å:
1 C -9.9784 -3.1518 0.6217
2 C -9.1893 -1.8592 0.7516
3 O -9.0583 -1.2890 -0.5394
4 C -8.4446 -0.0223 -0.5727
5 C -6.9137 -0.1403 -0.4896
6 O -6.4661 -1.1191 -1.4035
7 C -6.2309 1.1911 -0.8223
8 N -4.8019 1.0807 -0.6772
9 C -4.1595 1.5745 0.4135
10 O -4.7218 2.2643 1.2445
11 C -2.7131 1.2339 0.5060
12 C -1.9251 0.9233 -0.5949
13 C -0.5832 0.6192 -0.4472
14 C -0.0021 0.6102 0.8177
15 O 1.2895 0.2972 1.0984
16 C 2.1890 -0.0549 0.0625
17 C 2.7413 1.1791 -0.6595
18 C 3.8077 0.7543 -1.6672
19 N 4.8613 0.0045 -1.0157
20 C 6.0892 0.5637 -0.8843
21 O 6.3604 1.6640 -1.3276
22 C 7.1337 -0.2652 -0.2072
23 C 7.7784 0.2093 0.9301
24 C 8.7971 -0.5459 1.4865
25 C 9.1386 -1.7429 0.8747
26 N 8.5500 -2.1893 -0.2222
27 C 7.5811 -1.4683 -0.7518
28 C 4.3996 -1.1782 -0.3300
29 C 3.3475 -0.8091 0.7186
30 C -0.7890 0.9401 1.9251
31 C -2.1183 1.2543 1.7675
32 H -9.4497 -3.8488 -0.0227
33 H -10.1120 -3.6027 1.6007
34 H -10.9519 -2.9481 0.1848
35 H -8.2011 -2.0623 1.1874
36 H -9.7146 -1.1528 1.4110
37 H -8.8212 0.6253 0.2284
38 H -8.7182 0.4050 -1.5420
39 H -6.6188 -0.4365 0.5311
40 H -7.1971 -1.7430 -1.5226
41 H -6.4678 1.4687 -1.8536
42 H -6.5697 1.9701 -0.1367
43 H -4.3753 0.3442 -1.2167
44 H -2.3415 0.9443 -1.5915
45 H -0.0057 0.3938 -1.3302
46 H 1.6930 -0.7231 -0.6574
47 H 1.9429 1.7201 -1.1682
48 H 3.1818 1.8473 0.0827
49 H 4.2666 1.6287 -2.1317
50 H 3.3604 0.1243 -2.4450
51 H 7.4803 1.1531 1.3626
52 H 9.3161 -0.2117 2.3713
53 H 9.9221 -2.3741 1.2722
54 H 7.1410 -1.8643 -1.6584
55 H 5.2380 -1.6836 0.1491
56 H 3.9575 -1.8598 -1.0673
57 H 2.9731 -1.7097 1.2055
58 H 3.7909 -0.1679 1.4820
59 H -0.3242 0.9418 2.8982
60 H -2.7276 1.5201 2.6178

Summary:
DFT total energy: -1434.33080 Ha
HOMO: -8.736 eV
net charge: 0
ΔE to the lowest compared entry with this formula, charge and spin: 18.8 kcal/mol
max |F|: 0.0118 hartree/bohr

Mulliken atomic charge list, values in e, 6 entries: -1.31 -0.02 -0.40 -0.65 0.60 -0.56

=====

(3)
The following is a DFT calculation (ωB97M-V with the def2-TZVPD basis set) of 2 unconnected molecules or ions with the total composition C34H41N4.

Atoms and positions in Å:
1 C -5.9637 -1.3104 -2.3651
2 N -5.5563 -1.5477 -0.9749
3 C -6.0597 -2.7733 -0.4480
4 C -5.8286 -3.9877 -1.1092
5 C -6.4016 -5.1681 -0.6368
6 C -7.2473 -5.1256 0.4792
7 C -7.5183 -3.9090 1.1211
8 C -6.9106 -2.7369 0.6669
9 C -4.2715 -1.0681 -0.6332
10 C -4.0729 -0.1287 0.4032
11 C -2.8416 0.4915 0.5687
12 C -1.7074 0.1720 -0.2554
13 C -0.4066 0.6762 0.1052
14 C 0.8679 0.0943 -0.1995
15 C 2.0183 0.4391 0.5883
16 C 3.2643 -0.1407 0.3801
17 C 3.4535 -1.0719 -0.6692
18 N 4.7296 -1.5462 -1.0394
19 C 5.0854 -1.3290 -2.4477
20 C 5.1882 -2.7914 -0.5183
21 C 4.9330 -3.9965 -1.1894
22 C 5.4253 -5.1999 -0.6873
23 C 6.2178 -5.1952 0.4676
24 C 6.5035 -3.9914 1.1264
25 C 5.9662 -2.7964 0.6484
26 C 2.3465 -1.4067 -1.4642
27 C 1.1018 -0.8627 -1.2274
28 C -1.9992 -0.6502 -1.3852
29 C -3.1924 -1.3291 -1.5002
30 H -5.6926 -0.2952 -2.6623
31 H -5.5023 -2.0411 -3.0377
32 H -7.0471 -1.4261 -2.4307
33 H -5.1949 -3.9863 -1.9968
34 H -6.1894 -6.1115 -1.1468
35 H -7.7004 -6.0503 0.8394
36 H -8.2034 -3.8724 1.9705
37 H -7.1028 -1.7729 1.1357
38 H -4.9181 0.1409 1.0403
39 H -2.7139 1.2538 1.3416
40 H -0.4055 1.4153 0.9136
41 H 1.8974 1.1823 1.3775
42 H 4.1243 0.1496 0.9914
43 H 6.1443 -1.5618 -2.5760
44 H 4.5064 -1.9819 -3.1107
45 H 4.9162 -0.2813 -2.7139
46 H 4.3298 -3.9723 -2.0992
47 H 5.1933 -6.1342 -1.2051
48 H 6.6176 -6.1355 0.8450
49 H 7.1476 -3.9832 2.0111
50 H 6.1564 -1.8422 1.1421
51 H 2.4780 -2.1035 -2.3002
52 H 0.2958 -1.1768 -1.8811
53 H -1.2974 -0.7146 -2.2192
54 H -3.3331 -2.0436 -2.3208
55 C 2.6236 3.1398 3.0319
56 N 2.6528 4.2896 2.1491
57 C 3.7609 5.1932 2.4302
58 C 1.3628 4.9757 1.9644
59 C 0.6086 4.7323 0.6510
60 C -0.6733 5.5796 0.5838
61 C -1.5634 4.8815 -0.4414
62 C -0.9515 3.4799 -0.6334
63 N 0.1434 3.3793 0.3402
64 H 1.7298 2.5383 2.8239
65 H 3.5134 2.5265 2.8370
66 H 2.6329 3.4101 4.1042
67 H 3.6806 6.0673 1.7676
68 H 3.7746 5.5444 3.4806
69 H 4.7143 4.6857 2.2408
70 H 0.6774 4.7666 2.8076
71 H 1.5881 6.0586 1.9740
72 H 1.3050 5.0568 -0.1542
73 H -1.1765 5.5444 1.5541
74 H -0.4660 6.6297 0.3603
75 H -2.5942 4.8070 -0.0802
76 H -1.5664 5.4158 -1.3949
77 H -1.6932 2.7105 -0.3973
78 H -0.6145 3.3144 -1.6789
79 H 0.9013 2.8078 -0.0328

Summary:
DFT total energy: -1538.87493 Ha
HOMO: -10.444 eV
net charge: +1
ΔE to the lowest compared entry with this formula, charge and spin: 86.1 kcal/mol
max |F|: 0.0390 hartree/bohr

Mulliken atomic charge list, values in e, 6 entries: -1.01 0.27 0.10 0.01 -0.76 -0.38

=====

(4)
The following is a DFT calculation (ωB97M-V with the def2-TZVPD basis set) of a molecular structure, C2H8N2O.

Atoms and positions in Å:
1 C -0.0389 -1.0148 1.0209
2 N 0.5494 -1.9992 0.2122
3 O 0.7073 0.0662 1.2562
4 H 0.4209 0.8119 0.4630
5 H 0.3950 -2.9733 0.4270
6 H 1.0691 -1.6397 -0.5777
7 H -0.5279 -1.4197 1.9101
8 H -1.0195 0.5645 -0.2225
9 C -0.3894 1.6300 -0.6227
10 N 0.2100 1.4816 -1.7296
11 H 0.4357 2.3625 -2.1965
12 H -0.7636 2.5939 -0.2518
13 H -1.0480 -0.4638 0.3111

Summary:
DFT total energy: -265.61089 Ha
HOMO: -8.503 eV
net charge: 0
ΔE to the lowest compared entry with this formula, charge and spin: 108.1 kcal/mol
max |F|: 0.0707 hartree/bohr

Mulliken atomic charge list, values in e, 6 entries: -0.20 -0.33 -0.57 0.35 0.18 0.20

=====

(5)
The following is a DFT calculation (ωB97M-V with the def2-TZVPD basis set) of a molecular structure, C27H26N5O3Os.

Atoms and positions in Å:
1 Os 2.1323 0.0324 0.1531
2 C 0.5200 -1.5216 4.0692
3 C 0.7263 -1.4349 2.5962
4 O 1.4037 -0.4802 2.1651
5 C 0.1409 -2.4303 1.6902
6 C -0.6316 -3.4525 2.2107
7 C -1.2396 -4.4281 1.3956
8 C -1.0799 -4.3876 0.0116
9 C -0.3160 -3.3954 -0.5489
10 C 0.3202 -2.4012 0.2631
11 O 1.0219 -1.5314 -0.3812
12 H 1.0385 -0.7014 4.5562
13 H 0.9011 -2.4695 4.4550
14 H -0.5441 -1.4724 4.3098
15 H -0.7857 -3.5206 3.2788
16 H -1.8292 -5.2082 1.8586
17 H -1.5497 -5.1329 -0.6159
18 H -0.1607 -3.3298 -1.6179
19 C 0.1198 0.4412 -2.6407
20 C -0.2035 1.1640 -1.3850
21 N 0.5570 1.2285 -0.2779
22 C -0.0960 2.0615 0.6301
23 C -1.2469 2.4774 0.0690
24 N -1.2972 1.9094 -1.1935
25 C -2.4791 1.8724 -2.0609
26 N -3.3727 0.8549 -1.5902
27 N -2.8561 -0.3922 -1.3929
28 N -3.7317 -1.1266 -0.8348
29 C -4.8713 -0.3746 -0.6228
30 C -6.0997 -0.7288 -0.0649
31 C -7.0682 0.2593 -0.0012
32 C -6.8271 1.5604 -0.4787
33 C -5.6208 1.9226 -1.0409
34 C -4.6429 0.9188 -1.0960
35 H 1.0085 -0.1726 -2.5162
36 H 0.3106 1.1534 -3.4459
37 H -0.7070 -0.2124 -2.9215
38 H 0.3004 2.2613 1.6109
39 H -2.0351 3.1068 0.4461
40 H -2.1439 1.6572 -3.0728
41 H -2.9804 2.8367 -2.0506
42 H -6.2864 -1.7344 0.2857
43 H -8.0390 0.0288 0.4152
44 H -7.6193 2.2939 -0.4147
45 H -5.4616 2.9203 -1.4294
46 C 6.2050 -1.2682 0.4092
47 C 4.9131 -0.5734 0.3161
48 O 3.8293 -1.1534 0.5288
49 C 4.7676 0.8575 -0.0521
50 C 3.7277 1.5825 0.6269
51 C 3.4544 2.9025 0.2207
52 C 4.1332 3.4628 -0.8488
53 C 5.1368 2.7420 -1.4846
54 C 5.4578 1.4369 -1.0935
55 H 6.0764 -2.2825 0.7766
56 H 6.8881 -0.7012 1.0466
57 H 6.6662 -1.2981 -0.5843
58 H 3.4982 1.3162 1.6683
59 H 2.7360 3.4919 0.7763
60 H 3.9163 4.4756 -1.1601
61 H 5.6867 3.1965 -2.2993
62 H 6.2282 0.8907 -1.6218

Summary:
DFT total energy: -1633.58689 Ha
spin multiplicity: 5
HOMO (spin up / spin down): -15.573 / -15.494 eV
net charge: +3
ΔE to the lowest compared entry with this formula, charge and spin: 2.6 kcal/mol
max |F|: 0.0662 hartree/bohr

Mulliken atomic charge list, values in e, 6 entries: 2.01 -1.84 1.34 -0.63 0.32 -1.01

=====

(6)
The following is a DFT calculation (ωB97M-V with the def2-TZVPD basis set) of 6 unconnected molecules or ions with the total composition C40H78Br2N5O8P2Si.

Atoms and positions in Å:
1 C 1.7936 -5.2080 -0.6493
2 C 1.7762 -5.1217 -2.2490
3 Br 1.2427 -6.9470 -2.9251
4 C 0.6975 -4.1022 -2.8736
5 Br -0.6806 -3.7493 -1.4375
6 N 1.2410 -2.7656 -3.2369
7 C 2.4415 -2.2307 -3.0659
8 C 2.7180 -0.6927 -3.5359
9 C 3.9380 -0.4428 -4.5416
10 C 4.6890 0.9576 -4.3359
11 C 3.8158 2.2549 -4.7062
12 C 4.5287 3.5561 -4.0211
13 C 3.9761 3.8494 -2.5195
14 C 2.4151 4.2782 -2.4752
15 C 1.6070 3.6617 -1.2068
16 C 0.5514 4.7129 -0.5551
17 Si -1.2633 4.4775 -1.2140
18 C -2.0593 6.2477 -1.2454
19 C -1.3022 3.8706 -3.0489
20 C -2.3198 3.3068 -0.1144
21 C -2.7143 1.8554 -0.5746
22 C -3.5645 0.8833 0.3185
23 C -4.0800 1.2965 1.7246
24 C -3.7390 2.7445 2.1899
25 C -2.8915 3.7145 1.3024
26 C 2.5890 0.2029 -2.2200
27 C 3.3936 -0.3411 -0.9442
28 N 2.6092 -1.2539 -0.0606
29 N 3.6989 0.8836 -0.1109
30 N 4.7101 -0.9801 -1.2375
31 C 1.3899 -0.6000 -4.5049
32 P 0.2953 0.9462 -4.4152
33 N 0.6170 1.9025 -5.6856
34 C 0.3816 -1.7520 -3.9182
35 P -0.5208 -2.4494 -5.4376
36 O -0.7948 -1.3641 -6.4999
37 O 0.4216 -3.6721 -6.1482
38 O -2.0787 -3.0102 -4.9451
39 H 0.9451 -5.8488 -0.2093
40 H 2.7642 -5.7726 -0.3666
41 H 1.8837 -4.1832 -0.1269
42 H 2.8582 -4.9120 -2.5758
43 H 0.1242 -4.6285 -3.7020
44 H 3.2678 -2.8488 -2.5876
45 H 3.6849 -0.5490 -5.6483
46 H 4.7212 -1.2701 -4.3216
47 H 5.5873 0.9523 -5.0658
48 H 5.1328 1.1251 -3.2975
49 H 2.7677 2.2182 -4.2601
50 H 3.7757 2.4660 -5.8282
51 H 4.3288 4.4788 -4.6875
52 H 5.6516 3.3619 -3.9073
53 H 4.5709 4.7363 -2.1032
54 H 4.0875 2.9346 -1.8379
55 H 2.3994 5.4219 -2.3135
56 H 1.8711 4.1058 -3.4784
57 H 1.0120 2.7166 -1.4580
58 H 2.3587 3.3490 -0.3856
59 H 0.8842 5.8056 -0.6382
60 H 0.4897 4.4335 0.5682
61 H -2.9522 6.3014 -1.9770
62 H -1.2857 7.0100 -1.6216
63 H -2.4296 6.5889 -0.2181
64 H -0.3134 4.1742 -3.5331
65 H -1.4254 2.7263 -3.0305
66 H -2.2021 4.2796 -3.6284
67 H -2.3716 1.4490 -1.5816
68 H -3.8017 -0.1586 -0.1101
69 H -4.6807 0.5799 2.3871
70 H -4.1402 3.0788 3.2072
71 H -2.6987 4.7561 1.7309
72 H 1.4688 0.1833 -1.9239
73 H 2.8492 1.3045 -2.3629
74 H 1.8576 -0.6657 0.3316
75 H 3.2381 -1.5064 0.7302
76 H 4.5479 1.3062 -0.5357
77 H 3.9130 0.5988 0.8648
78 H 4.6654 -2.0101 -1.2282
79 H 5.1412 -0.6399 -2.1059
80 H 1.5855 -0.9934 -5.5634
81 H 0.5050 1.7174 -3.2239
82 H -1.0915 0.5385 -4.5699
83 H -0.2315 2.0078 -6.2678
84 H -0.3401 -1.2235 -3.1934
85 H 0.1339 -4.5745 -5.8685
86 H -2.4968 -2.1829 -4.5854
87 C -6.7642 -1.8572 0.3214
88 C -6.3275 -2.0916 1.7430
89 O -5.5659 -1.3251 2.3048
90 C -6.8686 -3.3095 2.4428
91 H -6.2968 -0.9444 -0.0550
92 H -6.4524 -2.6951 -0.3061
93 H -7.8488 -1.7373 0.2808
94 H -6.5615 -4.2118 1.9095
95 H -7.9579 -3.2541 2.4964
96 H -6.4698 -3.3504 3.4587
97 C -3.5542 3.8710 7.0812
98 C -4.1582 4.4641 5.8367
99 O -4.6236 3.7568 4.9606
100 C -4.1651 5.9645 5.7163
101 H -3.6183 2.7819 7.0311
102 H -2.5029 4.1568 7.1566
103 H -4.1035 4.2140 7.9606
104 H -3.1408 6.3432 5.7311
105 H -4.7414 6.4004 6.5350
106 H -4.6302 6.2496 4.7701
107 C -0.6138 1.4440 3.6023
108 C 0.7643 1.7837 3.1176
109 O 1.1969 1.3277 2.0760
110 C 1.5902 2.7124 3.9676
111 H -1.0916 0.7677 2.8897
112 H -0.5569 0.9466 4.5729
113 H -1.2127 2.3544 3.6760
114 H 1.7487 2.2710 4.9538
115 H 1.0865 3.6768 4.0612
116 H 2.5619 2.8694 3.4937
117 C -2.6375 -2.2253 4.7407
118 C -1.4887 -1.8129 5.6226
119 O -1.2696 -0.6407 5.8679
120 C -0.6219 -2.9060 6.1891
121 H -3.1743 -1.3353 4.4049
122 H -2.2609 -2.7581 3.8648
123 H -3.3277 -2.8592 5.3016
124 H -0.1558 -3.4692 5.3776
125 H -1.2225 -3.5702 6.8143
126 H 0.1642 -2.4626 6.8040
127 C 1.4071 -7.9528 2.1255
128 C 2.5810 -7.5280 2.9675
129 O 2.7931 -6.3535 3.2076
130 C 3.4807 -8.6111 3.4999
131 H 0.8488 -7.0678 1.8124
132 H 1.7597 -8.4783 1.2352
133 H 0.7448 -8.5964 2.7080
134 H 3.9249 -9.1664 2.6709
135 H 2.9111 -9.2844 4.1440
136 H 4.2822 -8.1591 4.0878

Summary:
DFT total energy: -8566.36316 Ha
HOMO: -9.982 eV
net charge: +1
max |F|: 0.1024 hartree/bohr

Mulliken atomic charge list, values in e, 6 entries: -1.15 -0.03 -0.10 -0.47 -0.08 0.75

=====

(7)
The following is a DFT calculation (ωB97M-V with the def2-TZVPD basis set) of C3H9NO2S in the gas phase.

Atoms and positions in Å:
1 C -1.6447 -1.0148 0.2130
2 C -0.4638 0.0158 0.2907
3 C -0.6275 1.3623 -0.4834
4 N 0.7222 -0.5778 -0.2664
5 S 2.1341 -0.1228 0.2830
6 O 3.2439 -0.9180 -0.1883
7 O 2.2122 1.3149 0.1707
8 H -2.3303 -0.9104 -0.6650
9 H -1.1967 -1.9970 0.2210
10 H -2.2204 -1.0123 1.0912
11 H -0.3634 0.2288 1.3474
12 H 0.2471 1.9928 -0.2810
13 H -1.6702 1.8407 -0.2461
14 H -0.5733 1.0881 -1.5024
15 H 0.6402 -0.6236 -1.5373
16 H 1.8907 -0.6667 1.5529

Summary:
DFT total energy: -723.03526 Ha
HOMO: -10.100 eV
net charge: 0
ΔE to the lowest compared entry with this formula, charge and spin: 83.5 kcal/mol
max |F|: 0.1222 hartree/bohr

Mulliken atomic charge list, values in e, 6 entries: -1.35 0.24 -1.21 -0.39 0.84 -0.58